Formula: C45H46N8OsSSbSe2
Source: the OMol25 dataset
Level of theory: wB97M-V/def2-TZVPD

As for the HOMO energy (alpha / beta): -14.710 / -15.249 eV. The calculation puts the total energy at -7711.3762 Ha. For the energy above the lowest of the compared OMol25 structures with the same formula, charge and spin, the calculation gives 22.3 kJ/mol. As for the charge: +3. Its spin multiplicity is 5.

Cartesian coordinates (Å):
Os  1.743  -1.369  -0.285
Se  5.412  -1.056  -0.923
Se  4.101  -2.234  0.594
C  3.972  -0.883  1.972
C  4.784  -0.897  3.087
C  4.605  0.135  4.004
C  3.652  1.109  3.753
C  2.893  1.025  2.592
N  3.049  0.032  1.715
C  4.107  -0.206  -2.028
C  4.669  0.500  -3.089
C  3.848  1.149  -3.984
C  2.470  1.066  -3.809
C  1.992  0.353  -2.743
N  2.784  -0.280  -1.838
H  5.532  -1.665  3.235
H  5.209  0.174  4.901
H  3.497  1.927  4.444
H  2.139  1.767  2.348
H  5.745  0.523  -3.208
H  4.272  1.703  -4.812
H  1.781  1.544  -4.492
H  0.928  0.255  -2.575
S  0.070  0.183  0.160
C  -0.388  -0.546  1.687
N  -1.266  0.149  2.416
N  -1.605  -0.146  3.623
C  -1.031  -0.908  4.681
C  -1.929  -1.308  5.667
C  -1.472  -2.004  6.772
C  -0.117  -2.274  6.904
C  0.779  -1.834  5.933
C  0.334  -1.151  4.817
N  -0.013  -1.782  2.003
N  0.804  -2.343  1.159
C  0.932  -3.776  1.399
C  0.331  -4.369  2.508
C  0.414  -5.740  2.680
C  1.079  -6.530  1.753
C  1.675  -5.939  0.646
C  1.606  -4.565  0.472
H  -2.462  0.331  3.878
H  -2.987  -1.086  5.560
H  -2.171  -2.326  7.531
H  0.244  -2.813  7.771
H  1.839  -2.020  6.055
H  1.043  -0.784  4.088
H  -0.193  -3.758  3.225
H  -0.046  -6.196  3.547
H  1.132  -7.603  1.888
H  2.196  -6.547  -0.081
H  2.070  -4.129  -0.404
C  -1.824  5.461  -5.980
C  -0.690  5.698  -5.209
C  -0.425  4.904  -4.103
C  -1.339  3.901  -3.761
C  -2.469  3.641  -4.546
C  -2.712  4.440  -5.650
Sb  -0.978  2.790  -2.037
C  -2.755  2.568  -0.964
C  -3.845  1.907  -1.534
C  -5.040  1.852  -0.832
C  -5.135  2.441  0.425
C  -4.036  3.074  0.994
C  -2.828  3.128  0.311
C  0.306  3.993  -0.898
C  -0.095  5.308  -0.649
C  0.736  6.142  0.087
C  1.956  5.672  0.557
C  2.355  4.366  0.297
C  1.531  3.517  -0.432
H  -2.013  6.072  -6.854
H  -0.012  6.500  -5.471
H  0.461  5.087  -3.507
H  -3.167  2.852  -4.293
H  -3.594  4.269  -6.254
H  -3.780  1.444  -2.511
H  -5.899  1.358  -1.268
H  -6.073  2.404  0.964
H  -4.123  3.541  1.968
H  -1.971  3.617  0.760
H  -1.040  5.688  -1.022
H  0.432  7.161  0.286
H  2.602  6.331  1.123
H  3.314  4.011  0.653
H  1.850  2.500  -0.628
C  -1.660  -4.658  -2.688
C  -2.094  -3.384  -1.960
C  -2.520  -2.312  -2.958
C  -3.235  -3.686  -1.000
N  -1.017  -2.830  -1.094
N  0.190  -2.513  -1.791
H  -2.474  -5.048  -3.301
H  -1.381  -5.438  -1.974
H  -0.818  -4.482  -3.365
H  -3.454  -2.601  -3.440
H  -1.787  -2.172  -3.762
H  -2.680  -1.359  -2.441
H  -4.065  -4.150  -1.535
H  -3.593  -2.771  -0.524
H  -2.915  -4.383  -0.220
H  -0.777  -3.514  -0.383
H  -0.061  -1.865  -2.531
H  0.593  -3.329  -2.255

Löwdin population analysis, charges in e, atoms 1 to 5: 1.044, 0.826, 0.748, -0.644, -0.057



Formula: C45H47BaN5O4S2
Source: the OMol25 dataset
Level of theory: wB97M-V/def2-TZVPD

As for the HOMO energy: -1.934 eV. The calculation puts the total energy at -3139.7703 Ha. For the energy above the lowest of the compared OMol25 structures with the same formula, charge and spin, the calculation gives 33.1 kJ/mol. As for the charge: -2. Its spin multiplicity is 1.

Cartesian coordinates (Å):
Ba  1.193  0.040  -1.238
C  5.902  -1.199  -0.457
C  4.641  -1.316  -1.288
N  4.044  -0.272  -1.758
N  4.713  0.919  -1.493
C  4.197  1.984  -2.016
S  2.829  2.262  -3.002
S  5.063  3.501  -1.607
C  6.429  2.923  -0.563
C  6.144  2.787  0.913
C  4.911  2.348  1.390
C  4.702  2.169  2.750
C  5.719  2.432  3.658
C  6.948  2.883  3.196
C  7.154  3.058  1.834
C  4.125  -2.680  -1.564
C  4.963  -3.767  -1.279
C  4.620  -5.087  -1.517
C  3.367  -5.353  -2.069
C  2.510  -4.323  -2.368
C  2.828  -2.946  -2.139
O  1.961  -2.058  -2.429
H  5.965  -0.205  -0.027
H  6.797  -1.360  -1.066
H  5.899  -1.941  0.340
H  7.253  3.623  -0.714
H  6.719  1.952  -0.969
H  4.108  2.127  0.701
H  3.736  1.805  3.081
H  5.554  2.283  4.719
H  7.748  3.099  3.896
H  8.117  3.408  1.475
H  5.942  -3.568  -0.864
H  5.311  -5.887  -1.281
H  3.066  -6.378  -2.265
H  1.537  -4.515  -2.807
C  -3.230  4.674  -1.414
C  -3.256  3.457  -2.349
C  -3.012  3.928  -3.791
C  -4.643  2.802  -2.273
C  -2.215  2.490  -1.958
C  -1.328  1.679  -1.700
H  -4.001  5.401  -1.698
H  -2.254  5.159  -1.459
H  -3.401  4.362  -0.383
H  -3.774  4.653  -4.099
H  -3.036  3.077  -4.473
H  -2.028  4.392  -3.871
H  -5.429  3.507  -2.569
H  -4.841  2.469  -1.252
H  -4.685  1.933  -2.934
C  3.051  -1.008  7.408
C  2.634  -0.857  5.968
C  1.386  -0.346  5.636
C  1.003  -0.168  4.309
C  -0.352  0.384  3.958
C  1.899  -0.504  3.297
C  3.156  -1.027  3.604
C  4.110  -1.387  2.499
C  3.504  -1.199  4.939
C  1.529  -0.272  1.843
O  2.046  0.735  1.300
O  0.766  -1.100  1.291
H  2.183  -1.056  8.067
H  3.666  -0.164  7.733
H  3.640  -1.915  7.557
H  0.690  -0.079  6.427
H  -0.924  0.620  4.857
H  -0.912  -0.332  3.355
H  -0.259  1.290  3.355
H  3.649  -2.085  1.795
H  5.016  -1.845  2.899
H  4.391  -0.500  1.930
H  4.482  -1.606  5.180
C  -10.125  0.641  0.224
C  -9.101  0.290  -0.822
C  -7.740  0.371  -0.561
C  -6.790  0.070  -1.527
C  -7.193  -0.355  -2.790
N  -6.280  -0.654  -3.819
C  -4.987  -1.164  -3.739
O  -4.231  -1.069  -4.682
N  -4.695  -1.801  -2.566
C  -3.399  -2.228  -2.185
C  -3.224  -3.452  -1.562
C  -1.958  -3.798  -1.115
C  -0.917  -2.908  -1.322
N  -1.092  -1.732  -1.920
C  -2.300  -1.387  -2.340
C  -8.558  -0.444  -3.062
C  -9.492  -0.114  -2.097
H  -9.646  0.902  1.167
H  -10.803  -0.195  0.412
H  -10.734  1.492  -0.089
H  -7.402  0.704  0.414
H  -5.739  0.197  -1.308
H  -6.493  -0.320  -4.745
H  -5.452  -2.003  -1.936
H  -4.069  -4.119  -1.427
H  -1.780  -4.740  -0.615
H  0.094  -3.136  -1.004
H  -2.399  -0.393  -2.762
H  -8.878  -0.778  -4.042
H  -10.548  -0.184  -2.335

Löwdin population analysis, charges in e, atoms 1 to 5: 1.734, -0.053, -0.275, -0.041, -0.124